77
Properties=species:S:1:pos:R:3 method="wB97M-V/def2-TZVPD" energy_ha=-2115.0207 lumo_ev="-7.31 / -9.84" charge=+2 spin_multiplicity=3 e_above_lowest_kcal_mol=0.98
H -1.2854 -2.0791 4.5064
F 1.7110 -2.9398 3.2312
H -2.8391 0.7581 -2.3254
C -2.3046 0.6166 -1.3743
C 2.2243 -4.1919 -1.6741
B 1.4968 -3.8799 2.1910
H -0.2403 -5.1092 -1.5423
P 0.8693 -2.9968 -2.0104
H 0.4759 -4.2816 -4.0612
C 1.9949 0.5687 0.3847
H -2.3896 3.7198 -2.4494
H 0.7171 4.6741 1.4414
C -1.2934 3.6019 -2.3956
H -1.0718 -3.1359 3.0801
H -4.4051 -2.5120 2.7679
C 2.5434 4.1432 -0.7405
H -0.4702 -0.5947 -1.6156
H 2.9467 0.2228 -2.1819
C -0.8228 3.4893 -0.9609
C -1.5263 2.6380 0.0027
H -0.4314 4.4236 -0.5573
C -0.0888 1.3524 -2.5084
H 1.9371 4.9672 -0.3620
H 1.7153 -1.1991 -0.8076
H -4.7123 -0.9687 1.8886
H -0.1003 0.8982 2.9414
C 2.0410 -0.9025 0.2086
C -2.8229 0.1313 3.7056
H -0.0054 -2.5569 -4.2202
C -0.5034 -4.0504 -1.4105
P -2.3469 -1.1903 2.5079
H -0.1892 2.8019 -4.0622
H -2.6942 -0.3251 -0.9576
H -3.1070 1.3033 0.5160
F 1.3001 -5.1781 2.6842
C 1.0107 3.8130 2.0496
H -1.7103 1.9749 -3.7961
C 0.9721 0.7207 2.7898
H -1.9525 0.3932 4.3203
H 3.5977 4.3964 -0.5875
H 1.3997 -1.4183 0.9335
W 0.2351 1.7986 -0.5600
C 2.2053 2.8597 -0.0657
C -1.7973 -2.5262 3.6435
H 1.7748 4.1536 2.7617
H 3.0536 -1.3028 0.3498
C 0.7502 -3.2455 -3.8281
C 1.4458 1.2987 1.4995
H 1.7211 -3.0021 -4.2744
C -2.6886 1.7563 -0.3975
F 0.3068 -3.4534 1.4709
H -2.6427 -3.1524 3.9525
H 0.1347 3.5028 2.6308
H -0.6113 -3.8463 -0.3321
C -0.8431 2.4122 -3.2756
H 1.4973 1.1970 3.6285
H -0.8693 4.5254 -2.8201
C 2.5000 1.5421 -0.5616
H -1.4282 -3.8078 -1.9502
H 3.0997 -3.8929 -2.2630
F 2.5993 -3.8458 1.2761
H 2.4590 -4.1750 -0.5953
C -0.8163 0.4435 -1.6025
C 3.2072 1.2206 -1.8291
H 0.7255 0.8931 -3.0779
C -4.0128 -1.8040 2.0230
H -3.6598 -0.1699 4.3516
H 2.3692 4.0887 -1.8177
H -3.9004 -2.3224 1.0580
H -3.1163 1.0200 3.1267
H 1.1506 -0.3570 2.8479
H -3.5179 2.3435 -0.8247
C 1.5238 2.7042 1.2010
H 1.8965 -5.1958 -1.9769
H -1.6268 3.0604 1.0066
H 4.2971 1.2640 -1.6996
H 2.9383 1.9163 -2.6258

13
Properties=species:S:1:pos:R:3 method="wB97M-V/def2-TZVPD" energy_ha=-990.4318 lumo_ev=0.91 smiles="C1=CS[C@@H]2C[C@@H]2S1" spin_multiplicity=1 e_above_lowest_kcal_mol=20.82
H 1.7144 1.6451 1.6481
S -0.1246 -1.6118 0.8294
H -0.1333 1.9923 -0.0352
H 2.3922 0.1657 0.8537
C 0.1169 0.1238 1.0469
H -0.6767 0.5058 1.7650
H -2.0937 -2.1144 -0.5585
C -0.8875 -0.7007 -1.6731
C 0.4449 1.0530 -0.0518
C -1.1548 -1.5134 -0.6223
S 0.4707 0.3649 -1.7387
H -1.5629 -0.6816 -2.4824
C 1.4944 0.7712 1.0188

116
Properties=species:S:1:pos:R:3 method="wB97M-V/def2-TZVPD" energy_ha=-2920.9643 lumo_ev=0.44 spin_multiplicity=1 e_above_lowest_kcal_mol=19.42
C 0.4449 1.4472 -4.4689
C -3.5656 0.1940 -4.3098
H -0.8242 0.1116 -0.6855
H 4.7315 1.1894 4.0335
H -1.3503 4.4455 -6.1070
C 0.3529 3.1410 -6.1687
C -2.5947 -0.1621 -3.3677
C -3.1346 4.2622 -0.6367
H -5.0454 4.4104 0.3334
H 2.3722 2.4119 4.4873
H -3.1457 -3.5128 -3.2969
H -0.5166 -4.2955 1.3072
H -2.8268 5.2640 -0.3633
C 2.0928 1.6906 3.7174
H 1.5926 -3.0819 -5.0815
H 3.1701 1.1446 6.1265
C 2.6298 3.8598 2.6816
H -2.5634 -1.7861 3.8325
N 1.9183 -0.7448 3.6040
C 2.4877 2.3551 2.3878
H -1.3759 -3.5119 4.1217
C -0.5885 -3.5022 2.0607
C -2.4457 -1.4999 -3.0115
H 3.3131 -2.3423 3.3365
C -4.3779 -0.7736 -4.8760
H 4.6877 -0.5514 4.3089
H -3.2901 0.4361 1.6359
C 0.1902 2.2928 1.3516
C -2.6663 2.1658 -1.7304
H -2.3334 3.3671 -4.1252
F 3.6858 -0.2305 -3.2107
H 2.9473 -0.5986 6.1215
H 1.6628 4.3281 2.8945
C -1.4888 -2.4629 1.3867
H 0.9753 0.6280 -4.0080
H -4.2464 0.7028 -1.6284
C 1.3133 -3.1027 3.6644
C -1.8326 -1.0463 3.4958
H -1.6795 1.6139 1.9395
H 2.7430 -3.5051 1.7250
C -1.7221 -1.0537 1.9711
O 2.2489 1.8133 -1.9622
N 0.7849 -3.0340 2.3105
O 0.7449 3.4780 -1.7508
C 1.7643 -2.2954 0.2790
C 0.4566 -4.0034 -3.4963
H -2.2118 -4.5548 2.9774
C 1.4979 -3.0323 -3.9961
H 0.7923 3.6292 -7.0299
H -0.5053 -3.8319 -3.9905
C -0.8496 3.6009 -5.6520
H 3.2215 2.8951 0.0803
H 1.6905 -4.1062 3.9185
C -3.2649 -2.4741 -3.5823
N 1.6334 2.0544 1.1763
H 1.4884 -4.3568 0.7914
H 3.4798 2.0004 2.1020
C -0.6635 1.2266 2.0520
H 3.1090 4.4203 1.8850
C -4.3806 3.7826 -0.2473
H -0.6337 -5.0252 3.6053
H 1.9328 -0.6488 2.5914
C -1.4082 2.9852 -4.5396
H 3.2513 3.9792 3.5697
H -0.2260 2.4451 0.3557
C 1.6305 2.7600 -1.3105
C 2.4067 -2.0868 3.9004
H 0.0158 3.2361 1.8923
N -0.6285 -0.1355 1.4790
H -3.8551 -1.2314 1.7257
C 4.1964 0.2681 3.7784
H -2.1734 -0.0731 3.8553
H 1.5364 0.4624 5.9753
O 1.1893 -1.6761 -3.6198
H -5.7497 2.1258 -0.3105
H -0.8640 -1.2549 3.9624
H -1.1192 -2.3077 0.3685
H 0.7655 -5.0292 -3.7158
H 1.8657 4.0168 0.3312
H -0.4686 1.2066 3.1283
C 1.7521 -3.4159 1.2835
C 2.1338 2.9837 0.1113
C 0.9999 2.0627 -5.5774
C 2.5838 0.3335 5.6867
O 2.3678 -1.2096 0.6301
C -2.2740 3.4613 -1.3742
C 2.7167 0.3578 4.1673
H 1.9436 1.7036 -5.9671
H -1.6874 -1.7711 -2.2845
C -3.0415 -0.5919 1.3699
C -4.2287 -2.1108 -4.5086
P -1.5218 1.0606 -2.5624
C -1.2308 -4.1751 3.2702
H 0.2554 -0.5738 1.7350
H 2.4736 -3.2293 -3.5643
H 0.5102 -2.8674 4.3611
C -3.9245 1.6968 -1.3475
H 0.2775 -1.4873 -3.8748
C -0.7604 1.9097 -3.9393
H -3.6857 1.2308 -4.6054
H -1.2911 3.8294 -1.6564
C 4.6194 -0.9161 -2.3069
H 2.6730 -2.1615 4.9545
La 1.8994 -0.2320 -1.3784
N -0.4710 0.2974 -1.6385
C -4.7780 2.5017 -0.6059
O 1.0707 -2.3672 -0.7742
H -5.1287 -0.4910 -5.6043
H 0.3257 -3.8968 -2.4194
H -2.4682 -2.9451 1.2812
F 3.6645 -2.0000 -1.9206
F 4.3760 -0.0547 -1.1175
H 1.0055 1.5873 3.8060
H -3.0054 -0.6661 0.2791
H -4.8668 -2.8662 -4.9513
H 4.3182 0.0868 2.7066

56
Properties=species:S:1:pos:R:3 method="wB97M-V/def2-TZVPD" energy_ha=-1207.0404 lumo_ev=-2.43 smiles="CCCCOc1ccc(NC(=O)C[NH+]2CCN(C(=O)OCC)CC2)cc1" charge=+1 spin_multiplicity=1 e_above_lowest_kcal_mol=0.02
H 0.5599 0.5868 -1.6908
H -0.8898 0.7982 2.9166
H -0.4515 -1.2742 4.4677
O 0.2700 -4.5908 5.5165
O -0.0293 -0.4336 0.2294
N -0.3784 -3.8127 3.5170
C 2.3780 4.2504 -7.6359
H 2.2487 3.3752 -5.0319
H 0.4420 4.9186 -6.9529
H -0.9043 5.2136 -2.5399
H 1.8014 5.6161 -6.0734
H -0.2856 -1.4270 1.4755
H -2.5950 -2.1251 1.6163
H 3.3451 3.9929 -7.1984
H 0.8947 -0.6933 3.4509
C 0.5948 2.2314 -3.0426
C 0.0949 -1.4305 3.5339
H 0.8648 3.2891 -8.8415
H 1.1955 1.6918 -3.7559
H -2.1097 -4.4148 2.5848
H -1.8434 -4.7257 7.2612
H 1.2794 -2.9730 2.5865
C 0.0836 -5.4598 6.6462
C -0.9496 3.5718 -1.1702
H 2.5173 2.8599 -9.2759
C -0.5931 4.2021 -2.3370
C -0.6820 0.4639 0.7590
C 1.4237 4.6999 -6.5304
C 0.6847 -2.8453 3.4995
H 1.3293 -3.0030 4.3632
O 0.4807 4.2467 -4.3980
C -0.6773 -4.6373 4.5771
C 1.8519 3.0684 -8.4422
H 1.7865 2.1705 -7.8327
H -2.4900 -2.1092 3.3968
H -2.3661 0.1906 2.1375
C 1.2642 3.6585 -5.4275
C -1.2777 0.1181 2.1567
C 0.1879 3.5421 -3.2973
H 2.5356 5.0937 -8.3101
H 1.0873 -5.6015 7.0495
H -1.5518 4.0950 -0.4412
N -0.8395 -1.2637 2.4011
H -1.5018 2.2933 0.8716
N -0.9405 1.6748 0.2979
H -0.4727 -3.8758 8.0016
O -1.6723 -5.3120 4.6019
H -0.9078 -5.5019 8.5407
C -1.9301 -2.2599 2.4703
H 0.7596 2.7627 -5.8082
C 0.2354 1.5982 -1.8677
H -0.3172 -6.4138 6.2931
C -0.8467 -4.8448 7.6789
C -0.5371 2.2623 -0.9258
H -0.8292 -3.8420 1.4842
C -1.3273 -3.6658 2.4444